(1)
The following is a quantum chemistry calculation of 2 unconnected molecules or ions with the total composition C17H22ClN3O4, from OMol25.

CARTESIAN COORDINATES (ANGSTROEM)
H 0.70 0.19 0.89
C 1.96 -0.12 2.39
H -4.27 -0.65 -0.37
N -0.18 -0.17 4.70
C -0.29 -2.35 2.04
C -1.72 1.29 -4.58
H -1.82 -0.81 -0.65
H 5.18 0.13 -1.57
C -3.80 -0.23 -1.25
C -3.98 0.94 -3.38
H 3.18 0.06 0.66
O 0.57 -0.55 -1.13
C -1.01 -0.56 3.73
C 0.67 -0.07 -2.25
C -2.41 -0.31 -1.41
O -2.22 -0.69 3.93
H -5.66 0.48 -2.10
H 4.37 1.53 -2.29
C -1.80 0.23 -2.55
H -1.22 -2.87 2.27
H 0.43 1.19 -4.83
C 2.08 0.19 -2.83
H -1.64 0.19 6.18
H 3.96 0.59 2.16
C -2.60 0.84 -3.52
C -0.47 -0.85 2.30
H 0.50 -2.74 2.68
Cl -4.96 1.73 -4.59
H -0.19 -0.70 6.73
H -1.27 -0.52 1.64
N -0.46 0.33 -2.97
C -0.55 0.11 6.08
H 0.81 -0.16 4.47
C 4.41 0.44 -2.28
N 0.75 -0.16 1.84
C -4.58 0.40 -2.23
O 3.15 -0.12 -1.92
O 2.25 -0.61 3.47
H -0.04 -2.52 1.00
H 2.72 1.62 1.40
H -2.04 1.80 -5.49
H 4.71 0.09 -3.28
H -0.10 1.05 6.41
H 2.19 -0.42 -3.73
C 3.03 0.59 1.60
C -0.44 0.97 -4.22
H 2.14 1.24 -3.12

As for the spin multiplicity: 1. The max |F| is 2.39 eV/A. As for the molar mass: 367.83 g mol⁻¹. The LUMO energy is 0.05 eV. As for the total charge: 0. The SMILES is COCC(=O)n1ccc2c(Cl)cccc21.CNC(=O)[C@H](C)NC(C)=O. Its gap between HOMO and LUMO is 8.84 eV.

Löwdin atomic charge list, values in e, 2 entries:
1 H 0.11
2 C -0.54

(2)
The following is a quantum chemistry calculation of a molecular structure, C26H33OSi2, from OMol25.

CARTESIAN COORDINATES (ANGSTROEM)
C 0.96 -1.32 -1.82
C 2.70 0.78 -1.20
C -4.26 -2.33 -2.11
H -4.85 1.86 -2.43
C 2.32 -1.43 -2.09
C -2.98 1.14 -1.59
C -3.25 -0.29 -1.54
H 0.04 2.77 -1.61
H -3.07 -4.07 -1.79
H 0.27 -2.08 -2.19
C -3.22 3.38 -2.37
C 2.36 1.88 2.24
H -5.22 -0.38 -2.45
C -1.86 3.64 -2.15
H 2.89 2.49 2.96
H 0.00 0.74 4.17
H 3.56 0.71 4.83
C -2.28 -1.37 2.33
H 6.16 -1.36 -2.76
H 2.65 -2.38 -2.53
H 1.37 -1.48 1.09
H -5.12 -2.86 -2.51
H 1.39 2.35 2.04
H -3.18 -1.12 1.81
H 2.70 -2.15 2.09
C -2.01 -2.33 -1.19
C -1.06 2.61 -1.67
C 3.23 -0.39 -1.77
C 0.46 -0.15 -1.23
H 3.42 1.56 -1.02
C 1.37 0.84 -0.86
H -1.86 -2.31 1.97
H -1.60 2.44 1.87
H 3.02 -0.92 0.83
C -4.36 -0.95 -2.04
O 4.57 -0.45 -1.98
C 2.32 -1.24 1.60
C 3.47 -0.14 4.13
H 1.03 1.70 -0.31
H -1.40 4.62 -2.42
H -1.16 -2.90 -0.82
Si 2.08 0.11 2.87
H 2.92 1.85 1.30
C -2.09 1.56 2.28
Si -1.15 0.03 2.10
H -3.04 1.39 1.80
H -3.84 4.19 -2.77
H 4.69 -1.60 -3.74
C -3.79 2.11 -2.13
H 3.34 -1.06 4.74
C -1.61 1.37 -1.33
C 0.26 -0.06 3.43
C -0.98 0.06 -0.88
C -2.05 -0.95 -1.20
H 4.43 -0.22 3.58
C -3.13 -3.00 -1.69
H -2.30 1.73 3.33
H 0.13 -1.02 3.95
H 4.93 -2.53 -2.20
H -0.87 -0.04 0.43
C 5.10 -1.57 -2.72
H -2.52 -1.45 3.39

As for the spin multiplicity: 1. The max |F| is 2.75 eV/A. As for the molar mass: 417.72 g mol⁻¹. The LUMO energy is -4.82 eV. As for the total charge: +1. Its gap between HOMO and LUMO is 6.55 eV.

Löwdin atomic charge list, values in e, 2 entries:
1 C -0.01
2 C 0.00